# 1
Formula: C39H34BCl3N9O3STa
Source: the OMol25 dataset
Level of theory: wB97M-V/def2-TZVPD

```
91
C39H34BCl3N9O3STa (wB97M-V/def2-TZVPD)
Ta 0.665 0.122 -0.729
C 0.342 -2.668 2.780
C -0.126 -1.873 1.735
N 0.886 -1.459 0.971
N 2.018 -1.988 1.495
C 1.709 -2.716 2.583
B 3.407 -1.999 0.789
N 3.752 -0.573 0.307
C 4.994 -0.048 0.360
C 5.060 1.011 -0.518
C 3.782 1.074 -1.094
N 3.001 0.123 -0.585
N 3.460 -2.987 -0.433
C 4.086 -4.184 -0.494
C 3.916 -4.695 -1.764
C 3.135 -3.723 -2.416
N 2.845 -2.708 -1.606
H -0.237 -3.147 3.560
H -1.143 -1.567 1.521
H 2.489 -3.212 3.147
H 4.238 -2.356 1.590
H 5.749 -0.483 1.005
H 5.910 1.649 -0.726
H 3.392 1.768 -1.825
H 4.641 -4.567 0.359
H 4.299 -5.626 -2.162
H 2.767 -3.729 -3.440
Cl -0.154 0.382 -7.984
C 0.300 0.629 -6.320
C 0.019 -0.344 -5.385
C 0.399 -0.102 -4.083
Cl 0.098 -1.244 -2.804
C 1.034 1.044 -3.644
O 1.365 1.209 -2.360
C 1.301 1.998 -4.628
Cl 2.109 3.459 -4.156
C 0.938 1.800 -5.948
H -0.486 -1.264 -5.665
H 1.153 2.565 -6.685
C -4.538 3.799 3.803
C -3.954 3.104 2.598
C -4.468 3.321 1.324
C -3.935 2.683 0.218
C -2.865 1.818 0.386
C -2.334 1.576 1.655
C -2.880 2.224 2.747
S -2.237 1.010 -1.045
O -0.988 1.668 -1.478
O -3.291 1.006 -2.011
N -1.665 -0.413 -0.592
C -2.589 -1.525 -0.498
C -3.948 -1.376 -0.281
C -4.824 -2.479 -0.185
C -4.364 -3.753 -0.259
C -2.981 -3.967 -0.428
C -2.423 -5.268 -0.442
C -1.081 -5.430 -0.564
C -0.274 -4.280 -0.714
N -0.757 -3.060 -0.740
C -2.093 -2.871 -0.567
H -5.359 4.463 3.525
H -3.773 4.395 4.311
H -4.916 3.070 4.524
H -5.302 4.004 1.192
H -4.343 2.851 -0.776
H -1.495 0.903 1.775
H -2.461 2.049 3.737
H -4.372 -0.390 -0.183
H -5.882 -2.293 -0.032
H -5.036 -4.604 -0.178
H -3.085 -6.122 -0.338
H -0.623 -6.413 -0.556
H 0.803 -4.381 -0.822
C 0.781 0.794 3.406
C 0.814 2.199 2.866
C 0.788 3.279 3.739
C 0.855 4.581 3.268
C 0.994 4.804 1.905
C 1.034 3.753 0.997
C 1.270 4.029 -0.473
C 0.892 2.433 1.482
N 0.837 1.345 0.580
H 0.960 0.795 4.483
H 1.538 0.172 2.927
H -0.186 0.312 3.231
H 0.719 3.090 4.809
H 0.827 5.417 3.960
H 1.082 5.820 1.528
H 1.356 5.104 -0.652
H 0.470 3.635 -1.099
H 2.194 3.548 -0.811
```

Electronic energy ... -111184.1971 eV
LUMO level ... 0.091 eV
Gap between HOMO and LUMO ... 7.95 eV
Energy relative to the best compared isomer or geometry (same formula, charge and spin) ... 90.8 kJ/mol

# 2
Formula: C39H34ClN3PtSSi2
Source: the OMol25 dataset
Level of theory: wB97M-V/def2-TZVPD

```
81
C39H34ClN3PtSSi2 (wB97M-V/def2-TZVPD)
C 1.052 1.985 0.718
C 1.538 0.718 0.281
C 1.940 0.821 -1.069
H 1.662 -0.169 0.901
C 1.606 2.183 -1.537
C 1.063 2.870 -0.366
H 0.836 3.938 -0.321
H 0.785 2.229 1.747
H 2.572 0.114 -1.609
H 2.069 2.695 -2.387
Pt 0.094 1.078 -2.728
Si -0.991 -3.889 -2.719
C -0.280 -5.592 -2.408
C -0.166 -6.569 -3.417
H -0.633 -6.393 -4.393
C 0.511 -7.776 -3.170
H 0.602 -8.522 -3.960
C 1.104 -8.026 -1.918
H 1.657 -8.957 -1.731
C 0.943 -7.088 -0.897
H 1.372 -7.284 0.097
C 0.224 -5.901 -1.126
H 0.064 -5.213 -0.291
C 0.352 -2.622 -2.703
C 1.662 -3.058 -2.467
H 1.841 -3.970 -1.871
C 2.759 -2.398 -3.055
H 3.758 -2.822 -2.941
C 2.588 -1.263 -3.807
H 3.381 -0.730 -4.340
C 1.263 -0.563 -3.715
H 1.665 0.519 -3.379
C 0.126 -1.318 -3.186
H -0.921 -1.037 -3.430
H -1.611 -3.919 -4.045
Si 0.408 0.015 -5.265
C 1.570 0.856 -6.467
C 2.537 0.095 -7.151
H 2.695 -0.950 -6.883
C 3.291 0.635 -8.202
H 4.005 0.009 -8.749
C 3.122 1.982 -8.553
H 3.702 2.412 -9.375
C 2.214 2.770 -7.836
H 2.105 3.830 -8.085
C 1.447 2.210 -6.806
H 0.737 2.845 -6.280
C -0.102 -1.603 -6.205
C 0.684 -2.770 -6.225
H 1.693 -2.777 -5.807
C 0.211 -3.966 -6.804
H 0.840 -4.860 -6.802
C -1.053 -4.010 -7.403
H -1.444 -4.942 -7.818
C -1.821 -2.842 -7.440
H -2.799 -2.850 -7.924
C -1.326 -1.651 -6.885
H -1.915 -0.741 -7.009
H -1.930 -3.602 -1.745
Cl -1.310 1.197 -5.239
N -2.723 1.612 0.328
C -2.383 0.322 0.757
C -2.578 -0.338 1.972
C -1.939 -1.582 2.139
C -1.063 -2.088 1.165
C -0.815 -1.366 -0.001
C -1.519 -0.190 -0.223
N -1.368 0.781 -1.217
C -2.105 1.858 -0.869
C -1.836 3.071 -1.579
C -2.169 4.390 -1.335
S -1.070 5.465 -2.161
C -0.209 4.131 -2.803
N -0.778 2.950 -2.489
H -3.276 2.295 0.830
H -3.224 0.092 2.740
H -2.111 -2.185 3.036
H -0.558 -3.048 1.302
H -0.100 -1.682 -0.758
H -3.011 4.685 -0.720
H 0.721 4.216 -3.368
```

Electronic energy ... -87819.7241 eV
LUMO level (alpha / beta) ... -0.409 / -0.422 eV
Gap between HOMO and LUMO (alpha / beta) ... 5.08 / 6.04 eV
Multiplicity ... 3
Energy relative to the best compared isomer or geometry (same formula, charge and spin) ... 325.5 kJ/mol

# 3
Formula: C39H34ClN4O4PTl
Source: the OMol25 dataset
Level of theory: wB97M-V/def2-TZVPD

```
84
C39H34ClN4O4PTl (wB97M-V/def2-TZVPD)
Tl 0.470 0.208 1.239
Cl -1.907 6.828 -2.733
C -1.688 5.271 -1.984
C -2.793 4.568 -1.498
C -2.619 3.342 -0.900
C -1.339 2.749 -0.742
O -1.232 1.614 -0.137
C -0.234 3.453 -1.293
C 1.112 2.928 -1.459
N 1.603 1.797 -1.099
C 2.850 1.452 -1.670
C 3.104 1.623 -3.010
C 4.308 1.185 -3.604
C 5.267 0.576 -2.855
C 5.062 0.401 -1.465
C 6.043 -0.183 -0.632
C 5.810 -0.311 0.702
C 4.576 0.145 1.210
N 3.641 0.695 0.477
C 3.858 0.830 -0.862
C -0.441 4.713 -1.892
H -3.784 4.991 -1.608
H -3.477 2.799 -0.526
H 1.772 3.620 -2.001
H 2.336 2.062 -3.635
H 4.454 1.325 -4.668
H 6.189 0.224 -3.304
H 6.978 -0.514 -1.069
H 6.544 -0.742 1.368
H 4.361 0.045 2.272
H 0.408 5.243 -2.309
N 0.181 0.234 4.177
C 1.297 0.762 4.975
C 1.567 2.239 4.720
C 2.144 2.617 3.362
N 1.194 2.461 2.250
H -0.629 0.841 4.252
H -0.111 -0.668 4.535
H 2.194 0.186 4.730
H 1.118 0.636 6.047
H 2.285 2.567 5.474
H 0.648 2.811 4.899
H 3.016 1.996 3.149
H 2.490 3.652 3.422
H 1.580 2.866 1.405
H 0.334 2.964 2.451
O -3.951 -1.538 2.849
C -3.625 -1.881 1.771
O -2.336 -1.528 1.271
C -4.336 -2.680 0.743
C -5.625 -3.169 0.873
C -6.153 -3.886 -0.190
C -5.410 -4.100 -1.350
C -4.115 -3.614 -1.469
C -3.589 -2.906 -0.402
P -1.981 -2.163 -0.162
C -1.639 -0.997 -1.428
C -2.717 -0.247 -1.910
C -2.504 0.678 -2.914
C -1.234 0.821 -3.462
C -0.170 0.058 -3.001
C -0.360 -0.841 -1.966
C -0.727 -3.384 0.084
C -0.119 -3.992 -1.018
C 0.815 -4.994 -0.809
C 1.125 -5.394 0.484
C 0.498 -4.805 1.575
C -0.430 -3.797 1.381
H -6.190 -2.989 1.778
H -7.158 -4.281 -0.121
H -5.850 -4.653 -2.170
H -3.543 -3.776 -2.375
H -3.708 -0.371 -1.489
H -3.324 1.288 -3.268
H -1.072 1.542 -4.254
H 0.816 0.175 -3.434
H 0.483 -1.385 -1.560
H -0.376 -3.696 -2.026
H 1.300 -5.462 -1.655
H 1.857 -6.176 0.642
H 0.732 -5.135 2.579
H -0.906 -3.321 2.229
O -3.008 2.009 2.044
C -2.007 1.490 1.970
```

Electronic energy ... -81646.2235 eV
LUMO level ... -3.190 eV
Gap between HOMO and LUMO ... 6.00 eV
Net charge ... +1
Energy relative to the best compared isomer or geometry (same formula, charge and spin) ... 58.4 kJ/mol

# 4
Formula: C39H34FeI2N2O2P
Source: the OMol25 dataset
Level of theory: wB97M-V/def2-TZVPD

```
81
C39H34FeI2N2O2P (wB97M-V/def2-TZVPD)
Fe -0.712 -0.054 -1.155
C -2.955 1.465 -1.452
C -2.470 1.290 -2.751
C -2.834 0.160 -3.484
C -3.690 -0.780 -2.927
C -4.176 -0.606 -1.637
C -3.801 0.505 -0.893
H -2.767 2.389 -0.921
H -1.885 2.071 -3.223
H -2.494 0.048 -4.505
H -3.994 -1.645 -3.502
H -4.869 -1.323 -1.218
H -4.210 0.654 0.098
I 0.122 -3.499 -5.030
C 1.415 -2.037 -4.311
C 2.712 -1.907 -4.766
C 3.557 -0.940 -4.234
I 5.495 -0.817 -4.993
C 3.111 -0.050 -3.197
C 3.909 0.932 -2.584
C 3.355 1.732 -1.617
C 2.021 1.540 -1.250
N 1.247 0.608 -1.777
C 1.788 -0.168 -2.741
C 0.902 -1.171 -3.294
O -0.252 -1.234 -2.836
H 3.073 -2.570 -5.540
H 4.943 1.047 -2.876
H 3.934 2.506 -1.134
H 1.596 2.179 -0.488
C -2.238 -3.110 -0.900
C -1.191 -3.690 0.042
C -1.533 -3.352 1.492
C 0.193 -3.178 -0.367
C 1.370 -3.884 0.331
O 2.166 -2.800 0.857
C 1.506 -1.668 0.629
N 0.406 -1.757 -0.027
C 2.140 -0.426 1.097
C 3.521 -0.441 1.295
C 4.187 0.711 1.673
C 3.477 1.890 1.844
C 2.100 1.905 1.682
C 1.409 0.750 1.325
P -0.429 0.683 1.423
C -0.578 0.655 3.256
C -0.366 1.824 3.991
C -0.388 1.782 5.374
C -0.622 0.582 6.035
C -0.815 -0.580 5.308
C -0.791 -0.547 3.921
C -1.007 2.359 0.974
C -2.138 2.902 1.588
C -2.590 4.161 1.223
C -1.935 4.884 0.233
C -0.848 4.328 -0.424
C -0.399 3.064 -0.066
H -3.241 -3.401 -0.590
H -2.078 -3.437 -1.928
H -2.184 -2.014 -0.878
H -1.171 -4.777 -0.078
H -1.728 -2.281 1.589
H -0.727 -3.625 2.176
H -2.426 -3.893 1.801
H 0.272 -3.273 -1.454
H 1.985 -4.473 -0.345
H 1.058 -4.510 1.166
H 4.061 -1.367 1.151
H 5.254 0.687 1.849
H 3.991 2.800 2.128
H 1.557 2.826 1.849
H -0.190 2.768 3.497
H -0.227 2.694 5.934
H -0.652 0.560 7.116
H -0.995 -1.516 5.821
H -0.948 -1.460 3.361
H -2.654 2.354 2.365
H -3.457 4.582 1.717
H -2.273 5.879 -0.022
H -0.349 4.881 -1.208
H 0.443 2.624 -0.589
```

Electronic energy ... -107933.8547 eV
LUMO level (alpha / beta) ... -6.135 / -8.200 eV
Gap between HOMO and LUMO (alpha / beta) ... 7.41 / 5.47 eV
Multiplicity ... 6
Net charge ... +2
Energy relative to the best compared isomer or geometry (same formula, charge and spin) ... 106.9 kJ/mol

# 5
Formula: C39H35AgBN12PS
Source: the OMol25 dataset
Level of theory: wB97M-V/def2-TZVPD

```
90
C39H35AgBN12PS (wB97M-V/def2-TZVPD)
Ag -0.680 -0.032 -0.022
C 2.872 -0.347 2.825
C 1.754 0.347 2.352
N 1.014 -0.428 1.568
N 1.640 -1.632 1.510
C 2.763 -1.603 2.263
B 0.957 -2.753 0.662
N 1.020 -2.396 -0.863
C 1.713 -3.055 -1.814
C 1.464 -2.453 -3.030
C 0.592 -1.401 -2.731
N 0.330 -1.378 -1.428
N -0.546 -2.844 1.094
C -1.072 -3.650 2.037
C -2.444 -3.492 2.039
C -2.683 -2.533 1.053
N -1.543 -2.144 0.485
N 1.600 -4.124 0.818
C 1.026 -5.317 0.485
C 2.006 -6.269 0.500
C 3.179 -5.556 0.844
N 2.940 -4.268 1.022
H 3.654 0.015 3.479
H 1.448 1.373 2.537
H 3.394 -2.473 2.332
H 2.331 -3.909 -1.567
H 1.865 -2.727 -3.995
H 0.142 -0.675 -3.394
H -0.440 -4.296 2.630
H -3.165 -4.003 2.659
H -3.623 -2.117 0.713
H -0.027 -5.397 0.250
H 1.901 -7.326 0.297
H 4.188 -5.934 0.966
N -1.453 2.227 2.494
P -2.177 0.951 1.642
C -3.642 1.617 0.821
C -3.893 1.283 -0.506
C -5.022 1.776 -1.149
C -5.893 2.609 -0.463
C -5.642 2.952 0.863
C -4.520 2.456 1.508
C -2.769 -0.033 3.045
C -4.086 -0.486 3.104
C -4.521 -1.217 4.200
C -3.643 -1.512 5.237
C -2.321 -1.087 5.171
C -1.882 -0.356 4.075
C -0.672 3.215 1.865
C 0.025 4.172 2.608
C 0.756 5.116 1.919
C 0.776 5.085 0.528
C 0.063 4.091 -0.106
N -0.649 3.161 0.544
H -1.452 2.200 3.497
H -3.208 0.637 -1.039
H -5.219 1.513 -2.181
H -6.772 2.998 -0.963
H -6.326 3.604 1.395
H -4.322 2.724 2.542
H -4.780 -0.257 2.304
H -5.552 -1.555 4.244
H -3.988 -2.076 6.097
H -1.628 -1.332 5.968
H -0.837 -0.070 4.011
H -0.018 4.163 3.692
H 1.311 5.875 2.462
H 1.332 5.814 -0.045
H 0.051 4.028 -1.190
S 3.795 3.295 -4.212
C 2.596 2.581 -3.104
C 1.236 2.633 -3.395
C 0.347 2.058 -2.509
N 0.734 1.456 -1.381
C 2.036 1.415 -1.095
C 2.998 1.966 -1.925
C 4.059 1.848 -5.227
C 5.075 0.956 -4.924
C 5.239 -0.157 -5.740
N 4.472 -0.414 -6.804
C 3.507 0.466 -7.087
C 3.261 1.608 -6.336
H 0.879 3.109 -4.303
H -0.722 2.078 -2.710
H 2.318 0.910 -0.175
H 4.048 1.905 -1.661
H 5.727 1.124 -4.075
H 6.025 -0.875 -5.531
H 2.902 0.248 -7.962
H 2.474 2.298 -6.614
```

Electronic energy ... -83688.9293 eV
LUMO level (alpha / beta) ... -2.201 / -5.011 eV
Gap between HOMO and LUMO (alpha / beta) ... 8.76 / 6.26 eV
Multiplicity ... 2
Net charge ... +1
Energy relative to the best compared isomer or geometry (same formula, charge and spin) ... 77.7 kJ/mol